Here is a molecular structure, C8H17AlBBrF7O5P in a non-equilibrium geometry from OMol25. Energies are from the ωB97M-V functional and the def2-TZVPD basis.

- net charge = -2
- LUMO energy (Ha) = 0.001
- HOMO-LUMO gap (eV) = 1.754
- HOMO (Ha) = -0.0638
- DFT total energy (Ha) = -4573.0032

Each line ends with the Löwdin charge.
Cartesian coordinates (Å):
C 2.91 -4.82 -1.17  -0.10
C 3.36 -3.83 -0.06  -0.30
C 3.13 -2.40 -0.53  -0.75
Br 3.79 -1.13 0.83  0.82
C 1.74 -2.12 -0.97  0.07
B 0.58 -1.89 0.07  -0.71
C -0.55 -2.89 0.36  -0.04
O 0.36 -0.70 0.73  0.04
H 2.96 -4.33 -2.15  0.07
H 3.56 -5.69 -1.20  0.06
H 1.89 -5.12 -0.96  0.07
H 2.83 -4.06 0.87  0.11
H 4.43 -3.99 0.10  0.09
H 3.79 -2.25 -1.39  0.09
H 1.77 -1.23 -1.61  0.10
H -1.08 -2.60 1.26  0.07
H -0.30 -3.95 0.33  0.06
H -1.22 -2.56 -0.50  0.02
H -0.52 -0.59 0.30  -0.12
Al -2.46 -0.27 -0.46  1.08
F -2.61 -2.28 -1.43  -0.58
F 5.91 1.38 0.02  -0.25
P 5.83 2.63 1.10  0.36
F 4.90 3.46 2.19  -0.21
F 6.50 4.12 0.77  -0.23
F 4.68 3.10 0.00  -0.22
F 7.43 2.31 1.37  -0.23
F 5.57 1.44 2.22  -0.24
C -5.93 0.88 1.56  -0.94
O -7.01 0.93 2.16  0.03
O -5.02 1.79 1.65  -0.03
O -5.62 -0.09 0.79  -0.01
C -5.23 4.93 -0.57  -0.10
C -5.18 3.56 -1.23  -0.34
O -4.19 2.74 -0.65  -0.16
H -4.26 5.42 -0.65  0.07
H -5.99 5.56 -1.04  0.06
H -5.46 4.83 0.49  0.07
H -4.93 3.65 -2.29  0.10
H -6.15 3.06 -1.14  0.11
H -4.41 2.62 0.30  0.02